ORCA calculation (ωB97M-V with the def2-TZVPD basis set) on a 12-piece molecular cluster, C66H138B3F15N8O10 overall in a non-equilibrium geometry.

Summary:
**Charge**: +4
**Multiplicity**: 1
**Frontier orbital gap**: 1.7710 eV
**Highest occupied orbital energy**: -13.389 eV
**Energy**: -5358.91087 Eh
**Lowest unoccupied orbital energy**: -11.618 eV
**Strongest force on any atom**: 10.1 eV Å⁻¹

```
240
Properties=species:S:1:pos:R:3:forces:R:3
C 9.387747 -33.685173 11.305467 1.0816 -0.9540 -0.6429
C 9.423893 -32.144988 11.361435 -1.7880 -1.5723 0.9821
C 8.348193 -31.814188 12.449789 0.9746 0.6510 0.2408
C 8.412731 -30.385406 12.960033 0.3461 0.1863 -0.2307
C 9.761959 -30.082900 13.599761 -0.0927 -0.9043 -0.4907
C 10.914842 -30.351610 12.566885 0.3643 1.0261 2.4040
N 10.760591 -31.646488 11.842323 4.7194 0.3706 -7.2975
O 11.848725 -31.956322 10.919760 -6.0776 1.4456 5.8268
C 12.262948 -30.358054 13.361628 -0.1585 -0.3783 -0.3563
C 10.914344 -29.141827 11.562270 1.0298 -0.6241 -0.7873
C 8.971846 -31.530502 10.025175 0.2020 1.3154 -0.3735
H 9.736814 -34.083990 12.257930 -0.4360 -0.1762 0.0027
H 9.943894 -34.226661 10.540229 1.1607 0.8100 -0.1757
H 8.455738 -34.131389 10.958544 -0.8204 0.8128 0.9758
H 8.538430 -32.416723 13.337970 -0.2578 -0.5522 -0.2095
H 7.377743 -32.034557 12.005084 0.0695 -0.1614 0.1604
H 7.620529 -30.260360 13.698198 -0.1288 0.3161 -0.2373
H 8.326724 -29.698913 12.117763 -0.6226 0.1935 0.2118
H 9.906859 -30.651271 14.518477 0.1210 -0.3412 -0.0766
H 9.806505 -29.043139 13.923819 0.3073 0.0952 -0.3223
H 12.379080 -29.498575 14.021862 -0.3513 0.4363 -0.4321
H 13.104795 -30.418047 12.671850 0.0341 -0.0133 0.1042
H 12.303607 -31.187885 14.067192 -0.0814 -0.3338 -0.2951
H 11.163297 -28.209888 12.069815 -0.4167 -0.1641 0.5950
H 10.035762 -29.012370 10.930265 -0.0158 -0.1429 0.2775
H 11.783146 -29.310289 10.925944 -0.0460 -0.1335 -0.4149
H 9.733792 -31.543666 9.245845 0.0187 -0.2008 0.0970
H 8.615349 -30.507278 10.143528 0.6276 0.3971 0.2789
H 8.022363 -31.910294 9.647893 0.2805 -1.1519 0.2816
C 13.557498 -19.295802 14.364577 1.6861 -0.5372 -0.2971
C 12.253648 -20.068272 14.130814 0.1177 1.0129 1.2602
C 11.578045 -19.242219 13.065300 0.5577 0.3364 -1.6281
C 10.415368 -19.891961 12.426989 -0.3805 -0.6731 -0.1888
C 10.819162 -21.208282 11.773563 0.5577 -0.2779 0.5268
C 11.520314 -22.262361 12.727283 0.1636 -0.3114 -1.9199
N 12.462016 -21.548423 13.628076 7.1308 -2.7413 3.0277
O 13.672969 -22.221291 14.058829 -8.2946 4.6853 -2.9799
C 12.290039 -23.334045 11.921605 0.6890 -0.3038 0.2543
C 10.474596 -23.042377 13.480719 -0.7151 -0.0812 2.4245
C 11.345755 -20.078668 15.410306 0.2649 -1.1351 0.0797
H 14.131324 -19.255536 13.438733 0.1553 -0.6815 -0.2235
H 14.257945 -19.613833 15.136794 -0.4236 -0.3884 0.1319
H 13.474339 -18.214831 14.477177 -1.1244 -0.0970 0.5309
H 12.306249 -19.046489 12.278209 0.2929 -0.1521 -0.1872
H 11.368764 -18.221339 13.384833 -0.1812 -0.2820 0.7492
H 10.037311 -19.242889 11.637129 -0.3942 0.0002 0.2215
H 9.677511 -20.072450 13.208712 -0.5238 0.0510 -0.3701
H 11.534428 -21.059069 10.964720 -0.0998 0.3128 -0.1721
H 9.923655 -21.668579 11.356084 0.2069 -0.3803 0.0163
H 11.658696 -23.964126 11.295113 -0.5642 0.4761 0.1180
H 12.744128 -24.037547 12.619458 0.1128 0.1044 0.1350
H 13.062258 -22.931747 11.265915 0.0736 0.3380 0.1354
H 9.802395 -22.370767 14.014745 -0.3600 0.1237 -0.2966
H 10.895178 -23.631980 14.295327 0.4157 -0.1950 -0.1229
H 9.918189 -23.754797 12.871638 0.2014 0.3966 -0.4324
H 11.393370 -19.114338 15.916160 0.1428 0.0848 -0.3751
H 11.671280 -20.825646 16.134300 0.2580 0.0065 -0.0107
H 10.303535 -20.322697 15.204612 0.0585 0.1629 -0.2345
C 15.011867 -26.739908 12.986802 -0.2424 0.0086 -0.4562
C 15.903458 -26.625927 11.657902 -1.1251 -0.0674 -1.4405
C 15.928936 -25.219209 10.972991 0.8013 0.5505 2.6119
C 16.559621 -24.218536 11.964315 0.5866 0.1218 -0.3214
C 18.036048 -24.533130 12.107010 0.1994 0.0841 -0.1652
C 18.317426 -25.918167 12.733405 0.9410 1.0375 -0.2365
N 17.301736 -26.949334 12.065889 1.6943 -7.7272 4.5231
O 17.563018 -28.295640 12.415357 -1.5754 8.7807 -2.8319
C 18.049835 -25.898794 14.306020 -0.5590 -0.5599 -0.0392
C 19.782553 -26.302388 12.368559 -0.1615 -1.1775 0.1110
C 15.405508 -27.653715 10.586252 0.1479 -1.2351 0.5129
H 15.236142 -26.138652 13.867880 0.5282 0.1932 -0.4072
H 14.891944 -27.761840 13.346474 0.4447 -0.1776 -0.3359
H 14.007283 -26.426383 12.702860 -0.0318 0.1508 -0.2779
H 14.948738 -24.768253 10.818217 -0.1758 -0.9964 -0.5914
H 16.610541 -25.263167 10.123524 -0.5897 0.0002 -0.4470
H 16.064426 -24.236525 12.935171 -0.1668 0.0063 -0.0317
H 16.467451 -23.208993 11.563761 -0.0860 0.0461 0.0378
H 18.590716 -23.750598 12.624774 -0.1952 -0.2605 0.8350
H 18.540227 -24.428515 11.146300 -0.2337 -0.5405 -0.4439
H 17.558657 -25.027044 14.738338 -0.6139 0.3108 -1.0081
H 18.919667 -25.871838 14.962345 0.6667 -0.6992 -0.7917
H 17.429836 -26.757248 14.564370 0.2793 -0.0373 0.2272
H 20.485268 -25.643338 12.878411 -0.3116 0.2368 -0.0407
H 20.010669 -26.320132 11.302848 -0.4106 0.6112 -0.1389
H 20.082091 -27.313035 12.646004 -0.3993 -0.0547 0.5671
H 15.537704 -28.670708 10.955508 0.2494 -0.0281 0.1554
H 15.882153 -27.634013 9.606183 0.5747 0.5095 0.2346
H 14.345817 -27.652714 10.330991 -0.2003 0.8671 0.6176
C 4.333630 -26.473553 16.892512 0.5970 -0.1182 -0.2822
C 5.198303 -25.206986 16.634546 1.6220 1.6241 0.8207
C 6.631984 -25.172417 17.288454 -1.2439 -1.2279 -0.1781
C 7.598172 -26.119201 16.641999 0.7194 -0.7574 0.2692
C 7.803586 -25.822284 15.174574 0.2754 -0.8543 0.8700
C 6.531978 -25.748016 14.353613 1.6149 0.3598 -0.8552
N 5.474202 -25.041774 15.163941 -8.6036 -0.9430 -5.2522
O 4.332196 -24.762833 14.444684 7.1771 -1.0009 4.0351
C 6.022916 -27.221686 13.936413 -0.0488 0.6638 0.6153
C 6.979988 -24.927282 13.100012 -2.0948 -0.4073 -1.1237
C 4.527933 -23.935601 17.138277 -1.1164 0.3785 0.4621
H 4.770063 -27.347405 16.408776 -0.2426 0.0596 -0.1454
H 3.289575 -26.330532 16.613965 0.1871 0.1047 -0.3138
H 4.339081 -26.711644 17.956182 0.2220 0.3940 0.1124
H 6.408025 -25.449226 18.318655 0.4745 0.3295 0.1937
H 7.053015 -24.170422 17.205763 -0.2507 0.0919 0.2511
H 7.369219 -27.181143 16.731330 -0.6580 -0.0381 0.2668
H 8.559515 -26.071579 17.153518 0.1299 0.2662 -0.0753
H 8.323565 -26.698035 14.786290 0.4608 0.3735 -0.3319
H 8.426742 -24.935766 15.056830 -0.0513 -0.0222 -0.1776
H 6.101362 -27.914018 14.774644 -0.0791 0.2377 0.2243
H 6.673669 -27.644765 13.171156 0.2135 0.5730 -0.0708
H 5.005219 -27.257125 13.547657 0.0379 0.3513 0.0787
H 7.080399 -23.848896 13.222898 0.1746 -0.1137 0.5508
H 6.220783 -25.044891 12.326776 -0.3234 0.2150 0.0386
H 7.842265 -25.341074 12.577193 0.3667 -0.1940 0.7686
H 4.061155 -24.110217 18.107668 0.3898 -0.3878 0.2410
H 3.653299 -23.596003 16.583474 0.3238 -0.0383 -0.5249
H 5.249107 -23.134189 17.298765 -0.1659 0.0276 -0.3087
C 12.074323 -25.876537 6.830845 -2.0152 0.3412 -0.4520
C 13.051247 -24.754698 7.179178 0.3321 -0.7303 0.0676
C 14.017966 -24.411309 6.018842 0.1424 -0.2274 0.4752
C 13.433262 -23.815403 4.809081 -2.1195 2.3354 -1.2212
C 12.024535 -23.126371 5.060676 1.1107 -0.0587 0.5877
C 11.863945 -22.512769 6.483379 -1.6215 0.2592 -0.0862
N 12.279393 -23.509233 7.548461 -1.2524 2.2775 6.9204
O 12.050028 -23.194960 8.891505 1.6279 -2.2518 -8.9883
C 10.327930 -22.168665 6.696462 -0.2704 -0.9659 0.1354
C 12.770480 -21.253777 6.627676 1.0923 -0.1860 -0.5471
C 13.854221 -25.205321 8.359320 1.2875 0.0435 0.5217
H 11.151510 -25.464821 6.422184 -0.1468 0.2335 0.0526
H 11.722303 -26.385354 7.728225 0.2414 -0.0619 -0.0550
H 12.339242 -26.573405 6.035681 0.9364 0.1272 0.2191
H 14.458616 -25.324363 5.618512 0.4092 -0.2552 1.0587
H 14.767933 -23.719425 6.402175 0.2676 -0.3591 0.1976
H 13.332909 -24.479262 3.950413 -0.0418 -0.1310 0.2239
H 14.089216 -23.008524 4.482333 0.1001 -0.1454 -0.2268
H 11.206175 -23.804975 4.820088 -0.0532 0.1910 0.1010
H 11.946245 -22.246430 4.422179 -0.2977 -0.2687 -0.2564
H 10.086307 -21.744427 7.671006 0.3942 0.2413 -0.1212
H 9.696038 -23.051277 6.597435 0.4853 -0.6137 0.3422
H 9.847627 -21.634164 5.876880 0.9085 0.7927 -0.1660
H 13.707438 -21.507993 6.132103 0.3128 -0.0651 0.2006
H 13.037027 -20.855550 7.606686 -0.5290 -0.4478 0.2215
H 12.442594 -20.411787 6.018049 -0.7728 -0.2648 0.0533
H 14.628357 -25.905043 8.044355 -0.2339 -0.2871 -0.5110
H 13.310774 -25.732602 9.143369 -0.2388 0.5749 0.0709
H 14.483350 -24.385805 8.706738 -0.3761 0.1670 0.4842
C 7.241832 -27.771180 5.439363 -0.8528 1.4309 0.0041
C 7.521926 -26.634955 4.381803 1.1777 -0.0922 -0.4225
C 7.607074 -27.243636 2.946189 0.4410 0.1573 -0.1446
C 6.273892 -27.543336 2.289487 -0.8130 0.7494 0.6659
C 5.349749 -26.298235 2.300014 -0.1763 -0.7175 0.0750
C 5.083740 -25.615045 3.700660 0.0550 0.3412 -2.6842
N 6.401394 -25.542767 4.378895 -0.3617 4.1209 8.4905
O 6.423263 -24.594834 5.468412 0.4259 -6.3825 -7.1257
C 4.056958 -26.479337 4.574419 0.2807 0.0512 -0.0336
C 4.654951 -24.116779 3.386358 -0.7696 -0.3889 1.3898
C 8.875690 -25.987466 4.753523 0.1111 0.3793 0.7844
H 8.038793 -28.505802 5.324042 -0.4269 -0.2055 -0.4859
H 6.208780 -28.098780 5.322832 0.3089 -0.7212 -0.0177
H 7.339890 -27.426476 6.468756 -0.0641 0.4577 -0.0102
H 8.163395 -28.179074 3.005998 0.1171 -0.0109 0.3837
H 8.267694 -26.589033 2.377697 -0.3464 0.2399 -0.3202
H 5.829397 -28.367955 2.846747 -0.3528 0.0633 0.2832
H 6.281431 -27.952868 1.279376 0.6663 0.3304 -0.0933
H 4.406990 -26.631423 1.866091 -0.3473 0.1769 0.4073
H 5.674976 -25.534118 1.594006 0.4754 0.0220 0.1898
H 4.113637 -26.275337 5.643669 0.2585 -0.0728 -0.0123
H 4.127928 -27.549771 4.381474 0.9519 -0.0701 0.1973
H 3.003137 -26.399701 4.307568 0.1076 1.1904 -0.5159
H 4.575932 -23.637128 4.361954 -0.3345 0.2139 -0.1716
H 3.678282 -24.112603 2.902415 -0.0952 -0.3665 0.2057
H 5.266534 -23.458442 2.769383 0.8252 -0.7734 -0.0252
H 9.167247 -25.141090 4.131640 -0.3088 0.0855 0.0319
H 9.733287 -26.658564 4.801069 -0.3563 -0.8834 -0.9827
H 8.917913 -25.736225 5.813323 -0.7136 0.7697 0.0669
C 14.919525 -32.929504 8.010339 -0.1263 0.7282 -0.7349
C 13.388439 -32.631251 7.743729 1.6872 -0.8182 1.1908
C 13.014521 -31.138177 7.798065 -0.8805 0.6343 -1.1648
O 11.606095 -30.924962 7.603724 -0.6216 -1.6500 0.2927
C 11.068757 -29.616014 7.340653 2.0894 0.3020 -0.7362
N 12.912177 -33.281762 6.415034 0.2238 0.4806 2.1333
H 13.626487 -33.397270 5.710394 0.3670 0.3606 -0.3592
H 12.591026 -34.206733 6.662769 -0.3938 -0.4464 -0.1931
H 12.135552 -32.704005 6.126656 -0.5767 0.0968 -0.6215
H 15.245356 -33.938116 8.264585 -0.9705 -0.3831 -0.0874
H 15.252716 -32.360090 8.878002 -0.1169 0.3438 -0.1796
H 15.541998 -32.690437 7.148092 0.0256 0.4835 -0.0078
H 12.977392 -33.199588 8.578076 -1.0648 0.1514 -0.3868
H 13.506660 -30.667462 6.946984 0.4923 0.3496 -0.0162
H 13.331550 -30.657149 8.723375 0.2693 -0.3125 0.1274
H 11.376334 -28.906463 8.108795 -0.5932 -0.0662 0.3692
H 10.009978 -29.598119 7.082244 0.0274 -0.5972 0.7439
H 11.565037 -29.258697 6.438360 0.1105 0.2031 -0.3430
C 6.814658 -22.569679 8.078934 -0.0586 0.0147 0.3045
C 6.171985 -23.317233 9.248990 0.5030 -0.7258 -0.8738
C 5.187803 -22.426902 10.033946 -0.3512 -0.9108 -0.2668
O 4.674924 -23.176733 11.106102 -0.7456 0.1987 0.4591
C 3.848424 -22.350801 11.975563 0.7921 0.1043 -0.7217
N 5.460720 -24.629375 8.751643 -1.0311 2.4915 0.5270
H 5.009971 -24.988174 9.581222 -0.3745 -0.7439 0.2792
H 4.716955 -24.343717 8.130912 -0.4467 -0.2859 -0.4329
H 5.994250 -25.368709 8.317099 0.7571 -0.2141 0.0000
H 7.314206 -21.662658 8.419318 0.0782 -0.0811 0.3858
H 6.074871 -22.179310 7.380060 -0.0606 -0.3920 -0.2560
H 7.581351 -23.178201 7.599367 -0.2652 -0.0447 -0.2185
H 6.925374 -23.853455 9.826037 0.2484 0.9498 0.6695
H 4.355216 -22.082848 9.420329 -0.2361 -0.3380 -0.6608
H 5.585013 -21.456324 10.331130 0.9289 -0.1630 0.3241
H 4.568685 -21.708657 12.482502 -0.2815 -0.0789 0.7815
H 3.196882 -22.967435 12.594720 0.5188 -0.0384 0.0756
H 3.209720 -21.654767 11.431767 -0.1420 -0.2308 -0.4594
C 5.140170 -28.341471 8.923941 -1.7302 1.8833 -2.7873
O 4.835461 -29.677775 8.466217 1.1874 0.3659 0.2834
O 4.179210 -27.527417 8.349748 1.6669 -0.2517 2.2147
C 5.376715 -28.236533 10.492952 -1.8082 -1.9871 -1.5742
F 5.568943 -27.000788 10.968214 -0.5156 0.2423 -0.1257
F 4.347569 -28.874894 11.087663 -0.2910 1.1333 0.5463
F 6.429049 -28.949070 10.917482 1.4299 -0.2423 -0.0663
C 5.953957 -30.508410 8.182737 -1.7979 -2.1098 -0.5994
C 5.353256 -31.835419 7.505741 0.1641 0.2938 1.6473
H 4.745304 -31.757270 6.604420 0.2831 0.9043 -0.0541
H 6.122206 -32.575455 7.284035 0.2795 0.0957 0.0933
H 4.671556 -32.294998 8.221408 0.0469 -0.0720 0.1306
H 6.413532 -30.670191 9.157787 0.3997 -0.7158 -0.1496
H 6.727553 -30.237701 7.464137 -0.0152 1.3604 -0.0784
H 6.068150 -28.022028 8.449708 1.1181 -0.3011 0.2231
B 9.182083 -25.774410 9.284473 -0.0725 -0.7676 -1.4539
F 9.232152 -25.397075 10.596046 -0.0706 0.4994 0.7002
F 9.635118 -24.777745 8.393052 -0.2049 0.4622 0.2834
F 10.036825 -26.878250 9.058897 0.0559 -0.4661 0.2562
F 7.851010 -26.147648 8.901878 0.2979 0.2819 0.2374
B 8.388579 -22.332519 3.205793 0.0508 1.2235 -2.5662
F 7.615147 -22.763826 2.101728 -0.7449 -0.7216 0.6381
F 8.125569 -22.976453 4.395286 -0.6374 -0.5113 1.2088
F 9.697920 -22.681623 2.843120 1.0114 0.1297 0.4780
F 8.176494 -20.945282 3.289147 0.4449 -0.4429 0.7285
B 12.160494 -26.031690 14.986553 -1.0450 -0.1846 0.6833
F 11.089355 -25.579028 15.790113 0.1872 0.4510 0.1084
F 13.096552 -25.081354 14.697877 0.7475 2.1779 -0.5288
F 12.841380 -27.044239 15.547210 0.8477 -2.0454 1.3439
F 11.594509 -26.497211 13.820321 -0.8401 -0.4239 -2.0516
```
Positions in Å, forces in eV/Å.